The following is a DFT calculation (the ωB97M-V functional and the def2-TZVPD basis) of a cluster of 12 separate species, C54H112F36N6O4P6 in total in a non-equilibrium geometry.

XYZ file:
```
218
Properties=species:S:1:pos:R:3:forces:R:3:mulliken_spin:R:1
C 4.5723 -7.5972 0.0366 -0.20 -0.81 -0.40 0.000
C 5.4457 -7.3909 -1.2270 -0.80 -0.63 1.56 0.000
C 5.0752 -6.1780 -2.0305 1.37 1.34 -0.91 0.000
C 5.0370 -4.8590 -1.2430 -0.28 0.39 -0.25 0.000
N 4.9704 -3.5747 -2.0626 -1.22 0.61 -0.30 0.000
C 4.7376 -2.4031 -1.0887 0.72 0.93 -0.31 0.000
C 6.1514 -1.8008 -0.8777 -1.66 -0.54 -0.58 0.000
C 6.7484 -1.9356 -2.3179 0.98 1.17 2.23 0.000
C 6.3210 -3.2851 -2.7687 -1.85 -0.30 -1.88 0.000
C 3.7926 -3.6045 -3.1127 1.62 -0.18 0.49 0.000
H 4.7395 -6.7990 0.7598 -0.07 0.19 -0.16 0.000
H 4.8004 -8.5143 0.5797 0.36 -0.11 -0.14 0.000
H 3.5051 -7.6844 -0.1672 -0.04 0.37 -0.20 0.000
H 5.5155 -8.1873 -1.9680 -0.56 -0.53 0.41 0.000
H 6.4619 -7.3513 -0.8348 0.27 0.55 -0.22 0.000
H 4.3030 -6.2795 -2.7930 -0.52 -0.35 0.83 0.000
H 5.9792 -6.1691 -2.6395 0.23 0.81 -0.55 0.000
H 5.9796 -4.7631 -0.7042 -0.11 -0.05 0.33 0.000
H 4.1969 -4.6718 -0.5742 0.04 -1.03 0.10 0.000
H 4.1243 -1.6149 -1.5255 0.12 -0.37 -0.80 0.000
H 4.1441 -2.6463 -0.2074 0.52 -0.79 0.07 0.000
H 5.9884 -0.7913 -0.5002 0.52 0.01 -0.05 0.000
H 6.6628 -2.4155 -0.1370 0.43 0.25 -0.10 0.000
H 6.3971 -1.1861 -3.0271 -0.38 0.09 0.39 0.000
H 7.8146 -1.7364 -2.2104 0.17 -0.56 -0.34 0.000
H 6.0219 -3.1214 -3.8040 0.07 -0.45 -0.19 0.000
H 6.9475 -4.1754 -2.8234 0.14 0.25 0.90 0.000
H 4.0402 -4.5106 -3.6657 -0.62 0.29 -0.30 0.000
H 3.8742 -2.7037 -3.7210 0.27 -0.07 0.04 0.000
H 2.7898 -3.6031 -2.6856 0.43 -0.38 0.49 0.000
C -5.3594 2.1919 4.5878 0.39 -0.72 0.05 0.000
C -3.8958 1.8140 4.6999 0.38 -0.30 -0.36 0.001
C -3.3612 1.9017 6.1498 0.85 -0.28 -0.77 0.000
C -3.7277 0.6121 6.8651 -0.94 -0.27 1.32 0.000
N -3.1641 0.3804 8.3305 0.14 0.29 -1.56 0.000
C -3.6503 -0.9886 8.8879 0.42 0.36 0.56 0.000
C -4.8404 -0.6557 9.8105 -0.08 -0.29 -0.38 0.000
C -4.4030 0.6209 10.4269 -0.39 0.30 1.36 0.000
C -3.8087 1.4020 9.3107 1.53 0.28 -0.73 0.000
C -1.6171 0.5272 8.1805 -0.90 -0.13 1.30 0.000
H -5.6943 2.0386 3.5619 -0.17 0.40 0.02 0.000
H -5.5193 3.2047 4.9577 -0.25 -0.04 -0.22 0.000
H -5.8971 1.4623 5.1932 -0.46 0.27 0.12 0.000
H -3.2767 2.3042 3.9485 0.13 0.99 0.55 0.000
H -3.7373 0.8068 4.3145 -0.32 -0.56 0.41 0.000
H -3.6816 2.8290 6.6248 -0.21 -0.11 0.18 0.000
H -2.2754 1.9536 6.0696 0.01 0.08 0.01 0.000
H -3.5049 -0.2430 6.2270 0.63 -0.17 0.43 0.000
H -4.7973 0.5386 7.0619 -0.20 0.16 -0.21 0.000
H -2.7882 -1.2666 9.4942 -0.17 -0.48 0.04 0.000
H -3.8350 -1.7548 8.1349 0.26 0.41 -0.29 0.000
H -5.0071 -1.3269 10.6530 0.03 -0.65 -0.61 0.000
H -5.7805 -0.4876 9.2852 0.02 -0.38 -0.29 0.000
H -3.7546 0.3474 11.2593 0.74 0.41 -0.27 0.000
H -5.2122 1.1387 10.9419 -0.15 0.24 -0.35 0.000
H -3.0020 2.0521 9.6495 -0.20 0.26 -0.24 0.000
H -4.5551 1.9445 8.7305 0.10 0.07 0.18 0.000
H -1.2287 -0.3159 7.6091 -0.20 0.26 -0.39 0.000
H -1.1222 0.5141 9.1516 -0.43 -0.35 0.33 0.000
H -1.4018 1.5347 7.8245 -0.18 -0.40 -0.51 0.000
C -0.9015 1.3449 -0.4037 0.38 -0.43 -0.37 -0.028
C -1.5869 0.2719 0.4366 -0.58 -0.63 1.31 -0.008
C -1.6227 -1.0682 -0.2975 0.10 -0.92 -0.35 0.018
C -0.2471 -1.7416 -0.5673 -0.24 1.35 -0.63 0.011
C 0.5447 -1.9200 0.6864 0.10 -0.66 1.40 -0.001
C 0.6503 -0.6444 1.6087 0.72 -1.26 0.13 0.003
N -0.6948 0.0155 1.6999 0.65 8.64 3.95 -0.022
O -0.8372 1.0306 2.6905 0.65 -7.16 -6.05 0.031
C 1.7607 0.3329 1.0413 0.25 0.74 0.70 0.001
C 1.0450 -1.0450 3.0281 0.25 -0.65 0.24 -0.002
C -2.9766 0.6992 0.9083 -0.60 -0.19 -0.32 0.014
H -1.4485 1.4665 -1.3386 -0.57 -0.31 0.09 0.031
H 0.0565 0.9558 -0.7487 0.28 0.53 0.20 0.020
H -0.8338 2.3195 0.0796 0.26 0.00 0.44 0.040
H -2.1875 -0.9457 -1.2216 0.14 0.28 -0.13 0.002
H -2.2622 -1.7302 0.2862 0.10 -0.20 0.27 -0.001
H 0.3617 -1.1125 -1.2167 -0.17 0.31 -0.30 -0.006
H -0.3709 -2.6466 -1.1620 -0.12 -0.15 0.46 0.005
H 1.5427 -2.3274 0.5245 0.36 0.78 -0.42 0.000
H 0.2077 -2.7844 1.2584 -0.87 0.26 0.43 0.000
H 1.6114 1.3909 1.2570 -0.97 0.19 -0.57 -0.002
H 2.1006 0.1399 0.0238 -0.59 0.05 -0.07 -0.001
H 2.6545 0.2879 1.6636 0.08 -1.13 0.25 0.003
H 1.9703 -1.6211 3.0302 0.08 -0.03 -0.54 0.000
H 0.2914 -1.7328 3.4115 -0.01 0.41 0.32 0.001
H 1.2922 -0.2122 3.6863 -0.55 0.10 -0.07 0.000
H -3.6169 0.6235 0.0294 0.04 0.50 -0.30 -0.001
H -3.0242 1.6936 1.3521 0.26 0.04 -0.24 0.002
H -3.5094 0.0291 1.5829 0.68 -0.35 0.32 0.000
C 6.0156 4.4695 1.7176 -0.22 -0.30 -0.70 0.000
C 4.6143 4.8866 1.1228 2.10 1.47 1.37 0.000
C 4.3637 6.3891 1.5194 -0.42 -0.81 -1.80 0.000
C 3.2779 6.9880 0.6483 -1.83 1.23 0.12 0.000
C 3.4933 6.9925 -0.8527 1.03 -1.74 0.16 0.000
C 3.6643 5.5008 -1.4173 0.35 1.48 -1.52 0.000
N 4.6768 4.8331 -0.4779 1.86 -8.74 -1.47 -0.002
O 5.3689 3.6969 -0.9559 -4.42 8.03 2.70 0.002
C 4.2697 5.5821 -2.8478 0.66 0.37 -0.13 0.000
C 2.2562 4.7815 -1.4978 1.49 -1.44 1.51 0.002
C 3.5011 3.9690 1.6704 -0.49 -0.09 -1.01 0.000
H 6.3395 3.4946 1.3535 -0.36 -0.18 0.44 0.000
H 5.9690 4.4864 2.8064 -0.53 -0.47 -0.05 0.000
H 6.8751 5.1153 1.5380 -0.40 0.60 -0.68 0.000
H 5.2671 6.9500 1.2799 0.22 -0.02 0.46 0.000
H 4.0953 6.4656 2.5731 0.23 -0.17 -0.08 0.000
H 3.0754 8.0162 0.9483 0.64 0.40 0.04 0.000
H 2.2518 6.6609 0.8165 0.05 -1.04 0.38 0.000
H 4.4239 7.5166 -1.0702 -0.04 0.17 -0.28 0.000
H 2.6592 7.4541 -1.3812 0.12 -0.01 -0.01 0.000
H 4.6827 4.7195 -3.3708 -0.66 -0.72 0.66 0.000
H 5.1354 6.2431 -2.8897 -0.10 0.42 0.39 0.000
H 3.5273 6.0171 -3.5169 -0.15 0.04 0.16 0.000
H 1.4969 5.2334 -2.1361 0.50 0.78 0.19 0.003
H 1.9391 4.6413 -0.4644 -0.68 0.29 -0.16 -0.004
H 2.3800 3.7641 -1.8688 0.30 -0.08 -0.18 -0.007
H 2.5106 4.3809 1.4767 -0.02 -0.07 -0.26 0.000
H 3.5158 3.8912 2.7575 0.73 0.16 0.01 0.000
H 3.5942 2.9628 1.2618 -0.01 -0.01 0.05 0.000
C -1.5163 6.4673 -2.0885 1.84 -0.88 0.68 -0.027
C -2.4739 5.3736 -2.4936 -3.44 -1.13 -1.09 0.062
C -3.6089 5.8449 -3.4626 0.49 0.26 -0.33 0.003
C -3.0835 6.2518 -4.8300 0.53 -0.34 -0.29 -0.002
C -2.4835 4.9751 -5.5260 -2.17 1.18 1.03 0.003
C -1.3916 4.2923 -4.7540 -1.24 -2.38 -2.31 0.043
N -1.7869 4.1490 -3.2059 7.20 -0.31 4.13 -0.120
O -0.8075 3.5468 -2.3759 -5.67 2.78 -4.86 1.073
C -0.0915 5.0094 -4.9287 1.95 0.20 1.61 -0.039
C -1.2768 2.8483 -5.3386 -0.18 -0.45 0.13 -0.022
C -3.3031 4.7508 -1.3605 0.00 0.18 1.35 -0.067
H -2.0994 7.1611 -1.4828 -0.10 0.18 -0.31 -0.004
H -0.9048 6.8961 -2.8825 -0.79 0.30 -0.31 -0.002
H -0.7425 6.0965 -1.4163 -0.19 -0.23 0.48 -0.002
H -4.0910 6.6340 -2.8856 0.35 0.56 -0.15 0.005
H -4.4497 5.1568 -3.5509 0.40 -0.66 -0.06 0.002
H -2.3373 7.0396 -4.7268 0.31 -0.07 0.09 -0.001
H -3.8402 6.7352 -5.4478 -0.24 -0.46 -0.02 -0.001
H -2.1589 5.2068 -6.5404 0.59 0.00 0.16 -0.001
H -3.2988 4.2674 -5.6758 -0.19 -0.08 0.09 -0.004
H 0.6495 4.5617 -4.2665 0.25 0.12 0.10 -0.001
H -0.1211 6.0848 -4.7531 -0.22 -0.09 -0.11 0.000
H 0.3040 4.7870 -5.9198 -0.51 -0.01 -0.19 -0.001
H -2.1480 2.2352 -5.1079 -0.05 -0.01 0.57 0.007
H -0.3564 2.3271 -5.0754 0.04 0.10 0.30 0.001
H -1.3416 2.8868 -6.4260 0.30 0.55 -0.04 0.004
H -2.6812 4.3993 -0.5372 0.11 -0.22 0.05 -0.003
H -4.0405 4.0161 -1.6840 0.40 -0.25 -0.20 0.002
H -3.8847 5.5885 -0.9759 0.06 0.09 0.14 0.002
C -3.6902 -3.3894 -4.1172 -0.14 0.84 -0.53 0.000
C -3.7544 -4.7974 -3.5593 -0.36 1.09 -0.03 0.000
C -5.1710 -5.3020 -3.7850 -0.05 -1.47 -0.02 0.000
C -5.3263 -6.8243 -3.6497 0.51 0.30 -2.03 0.000
C -4.4337 -7.5298 -4.7822 0.10 1.63 0.99 0.000
C -2.9161 -7.0639 -4.7335 0.27 -1.23 -1.85 0.000
N -2.7686 -5.6380 -4.3563 7.10 3.80 -0.72 0.000
O -1.5715 -4.9909 -4.6460 -7.84 -4.53 1.70 0.000
C -2.2206 -7.2693 -6.1410 -0.76 0.12 -0.44 0.000
C -2.2441 -7.9625 -3.6896 0.27 0.49 0.66 0.000
C -3.3815 -4.8246 -2.0762 0.37 -0.71 0.94 0.000
H -3.8072 -3.4090 -5.2007 0.36 -0.09 -0.16 0.000
H -2.8223 -2.7890 -3.8448 0.01 -0.31 0.02 0.000
H -4.5788 -2.8333 -3.8183 0.04 -0.11 0.50 0.000
H -5.5243 -5.0464 -4.7840 0.12 0.28 -0.07 0.000
H -5.8791 -4.8839 -3.0695 0.42 0.54 0.03 0.000
H -6.3664 -6.9174 -3.9620 -0.06 -0.85 0.40 0.000
H -5.1803 -7.1327 -2.6145 0.10 -0.41 -0.27 0.000
H -4.7859 -7.2466 -5.7741 -0.42 0.13 0.11 0.000
H -4.4746 -8.6182 -4.7403 0.23 0.13 0.17 0.000
H -2.8106 -6.7734 -6.9117 -0.17 0.28 0.07 0.000
H -2.2452 -8.3114 -6.4597 -0.21 -0.21 0.59 0.000
H -1.1954 -6.9531 -6.3339 -0.01 0.21 0.94 0.000
H -2.3302 -9.0142 -3.9631 -0.24 0.21 -0.34 0.000
H -2.8342 -7.7990 -2.7879 0.59 -0.25 0.43 0.000
H -1.1853 -7.7317 -3.5722 -0.25 0.14 0.27 0.000
H -3.5398 -5.8143 -1.6478 0.36 -0.22 -0.13 0.000
H -4.0257 -4.2194 -1.4384 -0.43 0.44 -0.72 0.000
H -2.3745 -4.4917 -1.8249 0.13 -0.23 -0.48 0.000
P -0.8267 4.9473 2.5452 -2.67 0.46 2.01 -0.001
F -1.9449 3.9184 1.9602 -0.58 0.34 -1.74 0.000
F -1.2722 4.3224 3.9808 0.73 -0.16 0.12 0.000
F 0.2151 3.7621 2.1956 0.76 0.75 -0.11 -0.001
F 0.2814 5.7919 3.3498 -0.04 0.14 -1.34 0.000
F -0.5985 5.7441 1.0948 0.85 -1.20 0.25 0.001
F -2.0269 6.0871 2.7403 0.98 -0.48 0.13 0.000
P -1.2598 -3.0466 5.6029 -0.73 -1.38 0.90 0.000
F 0.3212 -3.4635 5.4553 -1.31 1.01 -0.41 0.000
F -1.5772 -4.5956 5.9835 0.23 0.77 0.25 0.000
F -1.0212 -2.5735 7.1632 0.24 -0.88 0.15 0.000
F -2.8469 -2.7077 5.8420 -0.51 0.18 0.23 0.000
F -1.0429 -1.4941 5.2619 0.66 0.62 -0.92 0.000
F -1.6581 -3.3539 4.0560 1.04 0.18 0.03 0.000
P -4.7374 0.8463 -3.2706 -0.75 -1.27 0.10 0.001
F -3.8965 0.3686 -4.5620 0.12 0.71 -0.68 0.000
F -4.2085 -0.5700 -2.6129 -0.41 0.75 0.74 -0.002
F -3.4202 1.6075 -2.6870 0.71 0.49 0.28 -0.025
F -5.5728 1.2607 -1.9506 0.85 0.18 0.21 -0.001
F -5.1531 2.2333 -4.0136 0.27 0.23 0.00 0.000
F -6.0599 0.1522 -3.7893 -0.21 -0.49 -0.69 0.000
P 2.8153 0.8288 -3.1444 1.37 -1.23 -1.45 -0.002
F 3.4561 1.2431 -1.6683 -0.84 0.35 -1.43 0.000
F 1.2990 1.4042 -2.7604 0.87 0.21 0.12 0.014
F 3.2024 2.2685 -3.8177 0.00 -0.48 0.99 0.001
F 2.2490 0.3670 -4.6260 0.04 0.35 1.04 0.000
F 4.3014 0.1352 -3.5724 -1.27 1.27 0.49 0.000
F 2.4122 -0.5966 -2.5342 -0.47 -0.04 0.22 0.001
P 0.7414 -5.5456 -1.3332 0.71 -1.47 0.88 0.000
F 0.3916 -4.5716 -2.5932 0.58 0.16 0.36 0.000
F 1.8127 -4.4396 -0.6998 -1.19 -0.84 -0.60 0.000
F -0.5767 -4.8626 -0.5414 1.48 -0.71 -0.65 0.000
F 0.9687 -6.5587 -0.0321 0.13 1.48 -1.40 0.000
F -0.1281 -6.6975 -2.0291 -1.41 0.06 0.30 0.000
F 1.9946 -6.2749 -2.2035 -0.28 1.42 1.13 0.000
P 5.3645 0.4611 3.4809 1.74 -0.03 2.31 0.000
F 5.8655 0.0688 4.9930 -0.80 -1.10 -1.03 0.000
F 3.9752 1.0815 4.1476 0.87 -0.42 -1.07 0.000
F 6.2130 1.8838 3.8491 -1.41 -0.20 -1.56 0.000
F 4.8991 0.9854 2.0013 0.15 -0.05 0.59 0.000
F 6.7922 -0.0986 2.8370 -1.62 0.06 0.20 0.000
F 4.6129 -1.0304 3.2310 0.89 1.95 0.16 0.000
```
Forces are in eV/Å.

2S+1: 2
LUMO (alpha / beta) (eV): -10.135 / -10.331
⟨S²⟩: 0.926
Net charge: +1
Gap between HOMO and LUMO (alpha / beta) (eV): 1.80 / 1.61
Total energy (hartree): -8397.699401